1.
Molecular formula: C7H16N5
Method: DFT, ωB97M-V with the def2-TZVPD basis set

The value obtained for the molar mass is 170.24 g/mol. The calculation puts the gap between HOMO and LUMO at 8.773 eV. The LUMO energy comes out at -3.47 eV. Its energy relative to the best compared isomer or geometry (same formula, charge and spin) is 411.2 kJ/mol. The highest occupied orbital energy comes out at -12.2 eV. The SMILES is C[NH+](C)[C@@]1(N(N)N)C=CN=CC1. Its charge is +1. The spin multiplicity is 1.

Geometry (Å):
C: -1.1425 -2.1908 0.6634
C: -0.5495 0.8032 -1.4351
H: 1.7294 -0.0757 2.1807
C: 0.0084 -0.0646 -0.2739
H: -2.6219 0.1016 -0.3326
H: 2.8432 -1.0733 -2.0278
H: -1.5979 -2.5753 1.6507
N: 1.7702 1.8507 0.6599
N: 1.5946 0.5235 -2.5784
H: 1.4180 2.5140 -0.1256
H: -0.4943 -0.4065 1.6112
H: -0.7491 1.7080 -0.8689
H: -1.8596 -2.1899 -0.1770
C: 1.9568 -0.4467 -1.6356
H: 1.4695 -1.6621 0.0344
H: -1.5233 0.5050 -1.8667
N: 0.5999 1.1531 0.9018
C: -2.3383 -0.0970 0.7483
H: 0.2553 1.9228 -3.2058
H: -2.3656 0.8511 1.2174
H: 0.7504 0.9161 2.9636
C: 0.4633 1.0959 -2.4934
H: -0.1701 -2.6873 0.5676
H: -3.2449 -0.7572 1.2177
N: -0.9508 -0.6806 0.6998
H: 2.7566 1.4209 0.4633
C: 1.1662 -0.8661 -0.6196
N: 0.8259 0.4072 2.0605

---

2.
Molecular formula: C36H76F6MnN7O16PtS6
Method: DFT, ωB97M-V with the def2-TZVPD basis set

The value obtained for the molar mass is 1419.44 g/mol. The calculation puts the gap between HOMO and LUMO (spin up / spin down) at 7.937 / 4.262 eV. The LUMO energy (spin up / spin down) comes out at -2.58 / -6.26 eV. Its energy relative to the best compared isomer or geometry (same formula, charge and spin) is 0.0 kJ/mol. The highest occupied orbital energy (spin up / spin down) comes out at -10.5 / -10.5 eV. Its charge is +1. The spin multiplicity is 8.

Geometry (Å):
H: 13.8345 -11.8734 -22.8371
S: 13.3625 -6.3784 -20.9102
C: 15.8839 -7.8911 -12.1785
C: 23.0284 -13.2852 -18.7607
H: 18.3389 -0.9472 -19.4658
H: 21.3512 -14.2096 -20.4691
C: 21.4306 -14.3382 -16.2833
O: 13.6847 -7.7387 -21.2656
H: 19.2311 -4.6886 -12.7902
H: 18.2426 -1.0275 -16.4074
C: 17.5726 -10.9666 -23.7138
C: 14.7190 -2.4399 -17.9836
C: 16.1139 -2.3601 -17.3620
H: 20.0038 -14.6598 -17.8527
H: 13.7086 -7.6335 -13.2674
C: 21.4855 -13.2348 -18.6087
H: 22.6002 -11.2232 -15.0688
H: 20.3357 -2.9378 -17.2985
C: 16.1075 -9.6375 -25.2461
O: 17.9782 -7.5230 -18.2026
H: 15.2238 -13.4548 -22.9003
C: 17.9632 -0.6179 -17.3880
H: 20.1088 -6.9505 -13.9392
O: 12.2969 -6.4292 -18.0956
H: 14.3586 -5.9545 -13.6605
F: 16.6779 -7.6033 -22.3224
C: 19.1449 -7.3303 -14.2776
F: 14.4918 -6.1386 -17.2178
H: 17.0515 -9.1788 -14.5242
O: 12.0656 -5.8243 -21.1624
C: 21.0769 -14.4640 -17.7716
O: 17.0514 -6.0738 -20.5276
H: 18.3535 -11.7338 -23.7492
H: 18.0526 -10.1419 -25.7129
S: 17.7730 -8.7164 -18.9885
H: 15.8539 -0.3901 -16.8038
C: 16.0982 -2.8181 -15.9127
H: 15.8336 -8.6921 -15.5681
C: 20.8667 -13.3575 -19.9972
O: 18.8540 -9.5755 -19.3965
C: 20.8171 -13.0862 -15.6912
H: 18.9572 -7.3772 -15.3512
C: 16.1041 -13.0510 -23.4069
H: 16.8798 -13.7528 -23.1047
C: 18.5341 -4.9429 -13.5858
H: 16.1039 -0.3935 -18.4404
C: 14.3589 -7.0135 -13.8899
H: 17.0133 -11.5554 -25.7620
C: 14.0807 -8.8455 -24.1607
H: 17.6930 -5.9374 -11.4988
C: 18.1116 -6.8063 -12.0062
H: 14.5978 -2.0521 -18.9980
H: 17.8313 -8.8350 -12.3278
H: 15.3727 -2.2295 -15.3562
C: 22.5928 -11.4036 -16.1421
H: 16.4880 -8.6583 -24.9525
H: 20.2795 -10.6297 -14.9249
O: 16.7131 -6.1700 -15.4174
H: 19.1621 -6.9955 -11.7716
C: 16.6965 -11.7981 -21.4585
H: 18.8949 -4.6125 -19.7892
H: 19.0977 -8.3823 -13.9778
H: 12.9896 -11.0515 -24.8124
N: 16.7244 -6.4776 -14.0202
O: 18.7734 -7.6603 -21.3655
H: 15.4216 -7.0730 -11.6240
N: 16.6376 -8.6324 -20.0508
H: 19.7384 -13.2299 -15.5932
H: 21.1725 -15.2680 -15.7683
Pt: 14.8642 -9.6464 -20.6539
H: 17.9205 -10.1275 -23.1113
C: 16.5029 -0.8765 -17.5438
F: 13.7478 -3.1317 -20.9935
Mn: 15.8497 -4.4215 -19.8310
H: 14.0215 -1.9127 -17.3296
H: 20.5682 -9.7708 -16.3874
O: 14.9046 -1.0894 -21.3656
S: 13.6523 -6.6273 -18.5104
H: 17.3591 -4.8545 -17.1198
H: 14.3013 -12.1090 -25.1318
H: 18.9861 -3.4859 -16.2666
H: 13.9705 -7.2444 -14.8847
H: 23.3387 -12.1498 -16.3895
H: 21.0941 -12.5111 -20.6479
H: 17.3830 -11.0587 -21.0337
H: 15.3767 -8.8274 -11.9400
H: 17.2890 -8.4541 -10.7199
C: 15.7864 -7.5876 -13.6913
S: 16.9066 -3.1799 -22.9149
C: 16.0102 -8.8442 -14.4938
H: 17.4063 -12.6362 -21.4280
C: 20.1861 -10.7203 -16.0071
N: 14.2647 -5.6983 -19.5829
C: 16.4164 -11.5932 -22.9596
H: 18.2429 0.4288 -17.2744
H: 21.1652 -12.9671 -14.6663
O: 13.9805 -2.4494 -23.1884
H: 15.9191 -3.8895 -15.7626
N: 16.9943 -3.2756 -18.1983
H: 17.6822 -4.2694 -13.6231
H: 23.5724 -13.5678 -17.8663
N: 16.0334 -3.5118 -21.6207
H: 16.0105 -13.1544 -24.4898
O: 14.1251 -7.9934 -18.5434
H: 23.4224 -12.3906 -19.2439
C: 18.6449 -1.3912 -18.5127
C: 14.8978 -10.1036 -24.4275
H: 15.3290 -9.6346 -14.1832
H: 13.9551 -10.7394 -26.2749
H: 22.5143 -14.4840 -16.2055
H: 22.8567 -10.4553 -16.6107
H: 23.2530 -14.0739 -19.4809
O: 16.8890 -4.6622 -17.9551
H: 13.6620 -8.3900 -25.0642
H: 18.2145 -3.1627 -20.4689
H: 19.1311 -10.8429 -16.2441
H: 21.5667 -15.3290 -18.2173
H: 16.8264 -7.0647 -15.7843
F: 17.0075 -9.6076 -17.9109
H: 20.3077 -10.6440 -18.9386
O: 17.5586 -1.9087 -22.8900
N: 21.0337 -12.0048 -17.9447
C: 13.9948 -11.0671 -25.2410
H: 19.6926 -1.0784 -18.5005
H: 15.9110 -12.1722 -20.8053
H: 19.5433 -4.5038 -17.4255
H: 19.8781 -3.1530 -20.0359
C: 17.3214 -8.0626 -11.7391
C: 18.1295 -6.4642 -13.5201
F: 14.1920 -5.6132 -22.0409
N: 15.2951 -10.6503 -23.0975
C: 17.2467 -10.6587 -25.1878
H: 19.0248 -4.8378 -14.5585
C: 18.4309 -2.9053 -18.3927
H: 14.5813 -8.0098 -23.6826
C: 19.3669 -3.4276 -17.2923
H: 14.2618 -3.4349 -18.1064
H: 19.7829 -13.4642 -19.9668
S: 17.4291 -7.3942 -20.9547
O: 21.2278 -10.8657 -18.6559
C: 18.9084 -3.5270 -19.7094
O: 16.2979 -3.5836 -24.1644
H: 17.0681 -2.8495 -15.4016
O: 14.1434 -11.0820 -22.3636
H: 13.1791 -9.1758 -23.6370
S: 14.7756 -2.3843 -21.9867
F: 18.0441 -4.2545 -22.7492
H: 15.8454 -9.4971 -26.2970
C: 21.1473 -11.8411 -16.5129

---

3.
Molecular formula: C2H2Cl3NO
Method: DFT, ωB97M-V with the def2-TZVPD basis set

The value obtained for the molar mass is 162.40 g/mol. The calculation puts the gap between HOMO and LUMO at 10.873 eV. The LUMO energy comes out at 0.52 eV. Its energy relative to the best compared isomer or geometry (same formula, charge and spin) is 348.3 kJ/mol. The highest occupied orbital energy comes out at -10.3 eV. The SMILES is C#[N+][O-].ClC(Cl)Cl. Its charge is 0. The spin multiplicity is 1.

Geometry (Å):
O: -2.2616 -0.0149 0.5210
Cl: 1.0330 1.0797 -1.2159
C: -0.3680 -1.2500 -0.1405
H: -0.2705 1.1738 0.8458
Cl: 1.9814 0.4280 1.5000
Cl: 1.0503 3.0261 0.9139
H: 0.4411 -1.5374 -0.5810
C: 0.8081 1.2784 0.5095
N: -1.3635 -0.6620 0.1278

---

4.
Molecular formula: C26H27N4
Method: DFT, ωB97M-V with the def2-TZVPD basis set

The value obtained for the molar mass is 395.53 g/mol. The calculation puts the gap between HOMO and LUMO at 6.934 eV. The LUMO energy comes out at -4.29 eV. Its energy relative to the best compared isomer or geometry (same formula, charge and spin) is 99.7 kJ/mol. The highest occupied orbital energy comes out at -11.2 eV. Its charge is +1. The spin multiplicity is 1.

Geometry (Å):
H: 0.3527 2.9104 -5.6241
H: 4.4243 -0.1855 0.5749
H: -2.1364 2.5697 -2.0967
H: 2.8567 -5.8887 0.2944
C: 0.4892 -1.0937 0.0253
N: -0.2951 3.3499 2.4262
C: 0.9305 -4.9131 0.4454
C: -0.2263 2.1550 1.7985
H: -0.4130 4.2253 1.9309
H: -0.0460 0.2126 2.5056
C: 0.8809 -2.5195 0.1270
H: -3.0353 -0.2937 1.4805
H: 0.8366 1.5299 4.5650
C: -0.2435 3.1876 -0.2631
C: -3.2272 -3.1929 -1.1062
H: 0.3943 -5.8476 0.6204
C: 1.3350 3.2477 -3.7242
C: 2.3218 -4.9393 0.2617
C: -0.7784 -0.5313 0.0562
C: 0.2140 -3.7023 0.4126
C: 1.7101 -0.3823 -0.0954
C: -0.3098 3.2314 3.8634
C: 4.1494 -0.8729 -0.2365
H: 0.4984 3.8164 4.3078
C: -0.1238 1.7355 4.0830
C: 2.2874 -2.5682 -0.0138
H: 1.8369 0.6917 -0.1822
C: -2.0953 -2.3814 -1.0475
H: -1.8780 2.4643 -4.5820
C: -1.0138 2.6949 -3.9570
H: -1.2769 -2.5411 -1.7548
C: -4.2781 -3.0054 -0.1970
H: -0.8549 -3.6832 0.6094
C: 3.0277 -3.7446 0.0484
C: 0.2362 2.9447 -4.5397
H: -3.2867 -3.9837 -1.8570
H: 4.7667 -1.7718 -0.1729
C: -1.1667 2.7529 -2.5676
C: 1.1809 3.3040 -2.3364
N: -0.1550 1.1905 2.7470
H: 4.1104 -3.7195 -0.0677
C: -1.9733 -1.3417 -0.0795
H: 0.5685 3.8540 0.0797
C: -3.0939 -1.1180 0.7656
H: -1.1976 3.7244 -0.0930
H: 2.3119 3.4508 -4.1664
N: 2.7557 -1.2543 -0.1277
H: -0.8774 0.5708 0.0995
H: -1.2618 3.5822 4.2736
H: 2.0237 3.5490 -1.6842
N: -0.2224 1.9397 0.4891
C: -0.0692 3.0568 -1.7584
H: 4.3424 -0.3684 -1.1929
H: -5.1477 -3.6641 -0.2214
H: -5.0277 -1.7911 1.4297
H: -0.9248 1.3148 4.6942
C: -4.2064 -1.9572 0.7304

---

5.
Molecular formula: C4H7O2
Method: DFT, ωB97M-V with the def2-TZVPD basis set

The value obtained for the molar mass is 87.10 g/mol. The calculation puts the gap between HOMO and LUMO at 9.417 eV. The LUMO energy comes out at -6.11 eV. Its energy relative to the best compared isomer or geometry (same formula, charge and spin) is 271.7 kJ/mol. The highest occupied orbital energy comes out at -15.5 eV. Its charge is +1. The spin multiplicity is 1.

Geometry (Å):
H: -2.0474 -0.4310 2.1703
H: 2.1772 -0.5172 -1.2109
O: -0.2160 -0.2318 0.9725
H: -0.3550 -1.1914 2.6827
H: 1.0436 1.5618 0.1376
C: 1.5851 0.2898 -1.6151
C: 0.8082 1.2379 -0.8713
C: -0.7133 0.0177 -0.1460
H: 0.2565 1.7941 -1.6346
H: -1.5767 -1.7850 1.2766
O: -1.5081 -0.0904 -0.9886
C: -1.0506 -1.0107 1.8573
H: 1.5965 0.3562 -2.6307

---

6.
Molecular formula: C5H14ClIO2PTi
Method: DFT, ωB97M-V with the def2-TZVPD basis set

The value obtained for the molar mass is 347.36 g/mol. The calculation puts the gap between HOMO and LUMO (spin up / spin down) at 5.865 / 6.327 eV. The LUMO energy (spin up / spin down) comes out at -10.59 / -10.14 eV. Its energy relative to the best compared isomer or geometry (same formula, charge and spin) is 175.0 kJ/mol. The highest occupied orbital energy (spin up / spin down) comes out at -16.5 / -16.5 eV. Its charge is +2. The spin multiplicity is 2.

Geometry (Å):
H: 1.7282 -2.0650 -0.7715
H: -0.9923 2.6853 -2.5819
H: -0.0920 -1.8222 -3.1559
P: -0.5615 0.3419 -2.1033
H: -0.9497 -0.7282 -4.3125
Ti: -2.2352 0.3886 0.1503
O: -1.0640 -0.3159 1.8425
O: 3.5961 -0.4451 -0.9966
H: 0.5248 -0.7493 -0.0511
C: 1.0937 0.7688 -2.9715
H: 0.9783 0.8269 -4.0684
H: -1.5097 1.6413 -3.9569
H: 1.7176 -1.9330 0.7064
C: -1.4985 1.7368 -2.8562
H: -2.5281 1.7005 -2.4551
H: 1.4594 1.7530 -2.6415
C: 1.4926 -1.2327 -0.0970
H: 1.8904 0.0293 -2.7798
C: 2.5933 -0.3110 -0.2698
Cl: -3.9154 -0.7009 -0.7230
H: -1.3671 -0.9254 2.5185
C: -0.9057 -1.0756 -3.2713
H: -0.2002 -0.1662 2.3384
H: -1.8778 -1.4845 -2.9462
I: 1.7926 1.3200 0.6667

---

7.
Molecular formula: C29H30MnN6O5S2
Method: DFT, ωB97M-V with the def2-TZVPD basis set

The value obtained for the molar mass is 661.67 g/mol. The calculation puts the gap between HOMO and LUMO (spin up / spin down) at 7.853 / 7.173 eV. The LUMO energy (spin up / spin down) comes out at -0.01 / -0.02 eV. Its energy relative to the best compared isomer or geometry (same formula, charge and spin) is 22.8 kJ/mol. The highest occupied orbital energy (spin up / spin down) comes out at -7.9 / -7.2 eV. Its charge is 0. The spin multiplicity is 2.

Geometry (Å):
H: 3.6601 5.0909 0.0159
H: 3.0111 0.4929 3.6594
S: 1.4192 -0.3945 2.1435
O: -3.5039 -2.2567 -1.4530
C: 0.9401 -3.1406 -0.4436
H: -2.6060 -4.5140 -0.5396
C: 0.7641 -4.4829 -0.1645
C: 0.0041 2.7806 -0.4160
H: 0.7802 1.2784 3.7344
O: 0.5222 1.6314 -4.6734
C: -1.8944 4.1674 -0.8077
C: 3.1975 1.7295 1.8797
C: 2.8736 2.9314 2.5004
C: -2.6709 3.0247 -0.8884
H: 0.1074 4.9143 -0.4845
C: 0.2656 0.7926 2.9065
N: -1.6153 -4.1288 -4.0224
H: -1.7474 -0.1436 1.3878
H: 1.0589 2.6315 -0.2113
N: -0.7363 1.6743 -0.5164
C: 3.0313 4.1359 1.8302
C: 3.8727 2.9577 -0.0855
C: -2.8300 0.4952 -0.8441
O: -0.3680 0.4593 -2.9817
C: -3.2907 -1.2113 4.2004
N: -1.5085 -1.8566 -3.9478
C: 3.7029 1.7553 0.5821
H: 2.7737 5.0635 2.3243
C: -0.5335 4.0467 -0.5576
H: 4.2719 2.9640 -1.0917
H: 3.9676 0.8241 0.0975
C: 3.5275 4.1509 0.5353
H: -3.8017 -1.2848 2.1110
C: -2.3552 -0.7927 5.1358
H: 1.6210 -5.1056 0.0500
H: -1.0125 -0.9773 -3.8094
H: -4.1918 -1.7152 4.5246
C: 2.9952 0.4157 2.5709
C: -1.2033 -0.1379 4.7231
H: 2.7470 0.6469 -3.7442
C: -1.3182 -2.8341 -0.7458
H: -1.1462 -5.0142 -4.0423
H: 0.0763 1.5273 2.1213
H: -0.4785 0.1945 5.4580
C: -2.0497 1.7954 -0.7492
H: 1.9228 -2.6871 -0.4427
C: 0.6144 0.9965 -3.6434
C: -1.5829 -4.1688 -0.4914
O: 1.3418 -0.2081 0.6476
H: -2.5243 -0.9709 6.1899
C: -2.4195 -1.8463 -1.0766
C: -0.8558 -3.0146 -3.9972
O: -4.0418 0.5033 -0.7629
H: -2.3427 5.1437 -0.9376
C: 1.9851 0.7838 -2.9756
H: 2.2271 1.6867 -2.4086
H: 2.5023 2.9313 3.5186
C: -0.5222 -5.0022 -0.1838
C: -1.9207 -0.3227 2.4401
H: -2.5083 -1.8417 -3.8104
C: -0.9839 0.1031 3.3721
H: -3.7364 3.0488 -1.0665
N: -1.9742 -0.5678 -0.9225
H: 1.7560 -1.2060 -2.5843
C: -3.0724 -0.9758 2.8495
N: 1.8757 -0.3453 -2.0371
H: 3.7540 -0.3079 2.2705
H: -2.6138 -4.0918 -3.9025
H: 2.7074 -0.4526 -1.4687
Mn: 0.0186 -0.2549 -1.1445
S: 0.8377 -3.1378 -4.0248
N: -0.0805 -2.3283 -0.7128
H: -0.6928 -6.0486 0.0341

---

8.
Molecular formula: C4H4N
Method: DFT, ωB97M-V with the def2-TZVPD basis set

The value obtained for the molar mass is 66.08 g/mol. The calculation puts the gap between HOMO and LUMO (spin up / spin down) at 7.278 / 7.279 eV. The LUMO energy (spin up / spin down) comes out at -6.17 / -6.17 eV. Its energy relative to the best compared isomer or geometry (same formula, charge and spin) is 510.2 kJ/mol. The highest occupied orbital energy (spin up / spin down) comes out at -13.4 / -13.4 eV. Its charge is +1. The spin multiplicity is 1.

Geometry (Å):
H: 2.7225 -0.4176 0.6194
C: -1.2748 1.0832 0.0805
C: 0.7337 0.3116 -0.1048
C: -2.8692 -0.6427 -0.1801
H: -3.6182 -1.3806 -0.0796
N: -2.0379 0.1385 0.0853
C: 1.8790 -0.2229 -0.1901
H: 2.3341 -0.5025 -1.0588
H: -1.2278 2.1165 0.0515

---

Record order is preserved below.
Calculated total energy: -549.68302; -7262.43578; -1587.84079; -1225.73796; -306.68963; -2297.39999; -3775.32715; -208.97020 hartree